[1]
Here is 11 unconnected molecules or ions with the total composition C47H68BF30O22 from the OMol25 dataset. Energies are from ωB97M-V/def2-TZVPD.

```
168
Properties=species:S:1:pos:R:3
C 2.034 -4.810 -1.007
O 0.930 -5.573 -1.472
C 0.281 -4.946 -2.596
C -1.238 -5.220 -2.461
C -2.060 -4.062 -1.795
B -1.412 -3.390 -0.427
C -1.886 -1.809 -0.360
C -0.919 -0.766 -1.019
C 0.588 -1.048 -0.828
O 1.326 0.036 -1.463
H 2.800 -5.541 -0.670
H 1.757 -4.158 -0.159
H 2.476 -4.251 -1.852
H 0.519 -3.868 -2.659
H 0.728 -5.427 -3.498
H -1.628 -5.336 -3.502
H -1.376 -6.194 -1.959
H -3.033 -4.518 -1.497
H -2.317 -3.291 -2.557
H -0.234 -3.575 -0.283
H -1.957 -3.946 0.515
H -2.185 -1.512 0.669
H -2.834 -1.752 -0.945
H -1.115 -0.605 -2.097
H -1.103 0.222 -0.532
H 0.900 -1.962 -1.367
H 0.877 -1.150 0.229
H 1.672 -0.282 -2.288
C 3.390 3.397 -2.827
C 4.699 3.245 -3.573
O 4.587 2.257 -4.613
C 4.018 2.665 -5.741
O 3.606 3.765 -5.948
C 4.012 1.531 -6.759
F 3.605 0.381 -6.227
F 5.239 1.322 -7.253
F 3.214 1.786 -7.788
H 3.051 2.432 -2.448
H 3.501 4.087 -1.990
H 2.605 3.775 -3.483
H 5.470 2.889 -2.890
H 5.044 4.196 -3.981
C -0.488 -9.147 -0.091
C 0.321 -8.167 0.731
O -0.291 -7.947 2.017
C -0.062 -8.875 2.932
O 0.598 -9.858 2.775
C -0.730 -8.484 4.245
F -1.981 -8.066 4.069
F -0.070 -7.486 4.842
F -0.782 -9.516 5.104
H -1.522 -8.809 -0.177
H -0.065 -9.248 -1.090
H -0.510 -10.133 0.377
H 0.343 -7.199 0.229
H 1.355 -8.495 0.850
C 7.684 -0.306 -8.590
C 8.907 -0.404 -9.478
O 10.076 0.092 -8.804
C 10.653 -0.750 -7.952
O 10.275 -1.854 -7.716
C 11.899 -0.111 -7.349
F 11.673 1.142 -6.950
F 12.895 -0.070 -8.237
F 12.339 -0.785 -6.294
H 7.553 0.716 -8.233
H 6.789 -0.608 -9.133
H 7.784 -0.942 -7.710
H 8.775 0.223 -10.359
H 9.071 -1.424 -9.827
C -4.364 5.144 0.607
C -3.563 3.984 1.162
O -4.234 2.736 0.931
C -4.091 2.224 -0.292
O -3.468 2.727 -1.173
C -4.801 0.878 -0.382
F -6.033 0.924 0.143
F -4.126 -0.055 0.276
F -4.933 0.470 -1.637
H -5.377 5.138 1.014
H -3.887 6.092 0.857
H -4.453 5.077 -0.478
H -3.470 4.084 2.240
H -2.554 3.957 0.751
C 10.429 0.229 -1.302
C 9.013 0.193 -1.838
O 8.055 0.306 -0.774
C 7.832 1.537 -0.325
O 8.368 2.518 -0.741
C 6.764 1.516 0.764
F 6.982 0.550 1.656
F 5.546 1.311 0.257
F 6.718 2.658 1.440
H 10.568 -0.539 -0.539
H 11.147 0.063 -2.106
H 10.650 1.190 -0.836
H 8.823 -0.766 -2.317
H 8.845 0.969 -2.587
C 1.640 6.395 4.019
C 1.266 4.978 4.403
O -0.018 4.941 5.048
C -1.070 4.980 4.237
O -1.018 5.047 3.049
C -2.359 4.881 5.045
F -2.350 5.687 6.108
F -2.552 3.642 5.499
F -3.424 5.205 4.319
H 1.597 7.051 4.891
H 2.648 6.425 3.603
H 0.950 6.798 3.278
H 1.981 4.589 5.126
H 1.279 4.310 3.541
C 0.357 -8.824 7.782
C 0.134 -7.755 8.832
O 0.625 -8.177 10.119
C 1.934 -8.055 10.308
O 2.710 -7.634 9.508
C 2.299 -8.493 11.722
F 1.713 -9.645 12.056
F 1.917 -7.582 12.622
F 3.608 -8.664 11.867
H -0.084 -9.770 8.101
H -0.081 -8.531 6.851
H 1.422 -9.002 7.622
H -0.933 -7.579 8.957
H 0.588 -6.807 8.543
C -6.032 3.564 5.350
C -7.437 3.572 4.784
O -8.416 3.686 5.834
C -8.620 4.912 6.307
O -8.062 5.896 5.935
C -9.712 4.883 7.371
F -9.540 3.888 8.242
F -10.916 4.711 6.813
F -9.760 6.006 8.073
H -5.927 2.778 6.100
H -5.302 3.398 4.559
H -5.799 4.509 5.841
H -7.639 2.629 4.279
H -7.571 4.367 4.049
C 3.080 5.305 -8.499
C 2.250 6.549 -8.735
O 1.345 6.369 -9.839
C 0.226 5.701 -9.566
O -0.066 5.257 -8.502
C -0.652 5.627 -10.810
F 0.046 5.282 -11.895
F -1.222 6.808 -11.067
F -1.628 4.740 -10.675
H 3.598 5.013 -9.415
H 3.815 5.477 -7.715
H 2.455 4.464 -8.202
H 2.898 7.381 -9.008
H 1.703 6.845 -7.839
C -12.686 3.352 4.259
C -11.737 2.320 4.833
O -11.677 1.155 3.993
C -10.890 1.260 2.926
O -10.256 2.226 2.635
C -10.882 -0.053 2.150
F -12.115 -0.541 1.987
F -10.170 -0.981 2.790
F -10.354 0.090 0.944
H -13.671 2.913 4.090
H -12.787 4.198 4.938
H -12.330 3.722 3.297
H -12.101 1.982 5.802
H -10.739 2.730 4.987
```

The HOMO energy is -4.71 eV. The total charge is -1.

Atomic partial charges in e from the Löwdin method, atoms 1 to 6: number 1, C, carries -0.140; number 2, O, carries -0.244; number 3, C, carries -0.236; number 4, C, carries -0.209; number 5, C, carries -0.219; number 6, B, carries -0.518


[2]
Here is C4H8O2 in the gas phase from the OMol25 dataset. Energies are from ωB97M-V/def2-TZVPD.

```
14
Properties=species:S:1:pos:R:3
C -1.687 0.140 0.248
C -0.330 -0.373 0.658
C 0.512 -1.130 -0.361
O 1.715 -0.397 -0.445
C 1.362 0.956 -0.317
O 0.451 0.985 0.743
H -2.525 -0.043 0.920
H -1.198 1.121 0.414
H -1.965 -0.023 -0.805
H -0.297 -0.765 1.676
H 0.762 -2.144 -0.041
H 0.001 -1.179 -1.339
H 2.274 1.516 -0.086
H 0.926 1.336 -1.265
```

The HOMO energy is -9.93 eV. The value obtained for the energy above the lowest of the compared OMol25 structures with the same formula, charge and spin is 57.4 kcal/mol. The total charge is 0.

Atomic partial charges in e from the Löwdin method, atoms 1 to 6: number 1, C, carries -0.041; number 2, C, carries -0.249; number 3, C, carries -0.156; number 4, O, carries -0.093; number 5, C, carries -0.250; number 6, O, carries -0.132


[3]
Here is a molecular structure, C16H23B2F4N4O4SiTl from the OMol25 dataset. Energies are from ωB97M-V/def2-TZVPD.

```
55
Properties=species:S:1:pos:R:3
Tl 1.070 -1.224 -0.046
C -0.539 -2.560 4.641
C -0.481 -1.763 3.382
N 0.645 -1.265 2.912
O 1.689 -1.302 3.639
B 2.959 -0.705 2.987
F 3.147 -1.257 1.737
F 3.979 -0.771 3.824
O 2.484 0.760 2.840
N 1.468 0.926 2.074
C 0.989 2.107 1.812
C 1.743 3.353 2.142
C -0.270 2.151 1.083
N -0.568 1.075 0.426
O -1.705 1.131 -0.255
B -2.248 -0.198 -0.659
F -3.407 -0.033 -1.320
F -1.290 -0.863 -1.517
O -2.470 -1.008 0.584
N -1.425 -1.155 1.344
C -1.649 -1.605 2.558
C -2.992 -2.031 3.049
C -1.113 3.384 1.050
H 0.438 -2.615 5.107
H -0.905 -3.570 4.447
H -1.244 -2.099 5.338
H 2.765 3.115 2.422
H 1.271 3.853 2.993
H 1.741 4.043 1.300
H -3.764 -1.630 2.400
H -3.153 -1.698 4.073
H -3.076 -3.121 3.036
H -0.584 4.263 1.400
H -1.988 3.230 1.688
H -1.498 3.549 0.045
C -1.313 -2.240 -4.394
Si -0.958 -0.488 -3.916
C -2.183 0.877 -4.135
C 0.807 -0.139 -3.469
C 1.133 0.823 -2.507
C 2.456 1.051 -2.161
C 3.473 0.357 -2.811
C 3.163 -0.582 -3.786
C 1.837 -0.843 -4.100
H -1.635 -2.298 -5.437
H -2.117 -2.657 -3.783
H -0.431 -2.868 -4.275
H -2.771 0.703 -5.039
H -1.705 1.852 -4.221
H -2.887 0.907 -3.299
H 0.339 1.406 -2.052
H 2.703 1.798 -1.417
H 4.507 0.567 -2.571
H 3.955 -1.100 -4.308
H 1.612 -1.591 -4.852
```

The HOMO energy (alpha / beta) is -15.41 / -15.40 eV. The value obtained for the energy above the lowest of the compared OMol25 structures with the same formula, charge and spin is 23.2 kcal/mol. The total charge is +2.

Atomic partial charges in e from the Löwdin method, atoms 1 to 6: number 1, Tl, carries 1.126; number 2, C, carries 0.037; number 3, C, carries -0.166; number 4, N, carries 0.062; number 5, O, carries 0.147; number 6, B, carries -1.022


[4]
Here is C5H8N2O in the gas phase from the OMol25 dataset. Energies are from ωB97M-V/def2-TZVPD.

```
16
Properties=species:S:1:pos:R:3
C -0.748 0.896 -0.118
C -0.339 -0.298 -0.704
C 1.152 -0.626 -0.508
C -2.137 1.357 -0.068
C 1.272 -1.676 0.511
N 0.119 1.697 0.632
N 1.963 0.518 0.026
O 1.367 1.466 0.668
H -1.007 -1.073 -1.076
H 1.615 -0.870 -1.534
H -2.810 0.620 -0.590
H -2.249 2.294 -0.476
H -2.443 1.499 0.913
H 2.332 -1.577 0.825
H 1.250 -2.771 0.217
H 0.663 -1.456 1.282
```

The HOMO energy (alpha / beta) is -8.43 / -8.68 eV. The value obtained for the energy above the lowest of the compared OMol25 structures with the same formula, charge and spin is 149.5 kcal/mol. The total charge is 0.

Atomic partial charges in e from the Löwdin method, atoms 1 to 6: number 1, C, carries -0.319; number 2, C, carries 0.029; number 3, C, carries -0.389; number 4, C, carries -0.050; number 5, C, carries -0.084; number 6, N, carries 0.072


[5]
Here is a molecular structure, C6H13N2S from the OMol25 dataset. Energies are from ωB97M-V/def2-TZVPD.

```
22
Properties=species:S:1:pos:R:3
C 0.342 1.730 -0.606
C -0.783 0.352 0.209
C 1.025 2.835 -1.157
C -0.281 -1.760 1.841
C 0.742 -1.474 -0.552
C -0.434 -1.166 0.395
N -0.483 0.805 -1.169
N 0.129 1.367 0.650
S -1.822 -1.991 -0.458
H -1.905 0.432 0.624
H 0.909 3.187 -2.264
H 2.140 2.737 -1.009
H 0.732 3.740 -0.569
H -1.063 -1.330 2.358
H 0.624 -1.372 2.472
H -0.305 -2.818 1.710
H 0.910 -2.502 -0.482
H 0.427 -1.116 -1.530
H 1.702 -0.827 -0.312
H -0.845 0.781 -2.138
H 0.646 1.378 1.510
H -2.408 -2.986 0.476
```

The HOMO energy is -12.73 eV. The value obtained for the energy above the lowest of the compared OMol25 structures with the same formula, charge and spin is 66.8 kcal/mol. The total charge is +1.

Atomic partial charges in e from the Löwdin method, atoms 1 to 6: number 1, C, carries -0.318; number 2, C, carries -0.299; number 3, C, carries 0.021; number 4, C, carries -0.067; number 5, C, carries -0.129; number 6, C, carries -0.800


[6]
Here is C7H9N in the gas phase from the OMol25 dataset. Energies are from ωB97M-V/def2-TZVPD.

```
17
Properties=species:S:1:pos:R:3
C -1.026 -2.152 1.448
C -0.684 -0.882 1.258
C -0.328 -0.263 -0.008
N -0.713 -0.690 -1.255
C -0.155 0.090 -2.221
C 0.635 1.033 -1.575
C 0.532 0.801 -0.199
C 1.159 1.683 0.853
H -1.021 -2.852 0.621
H -1.261 -2.524 2.434
H -0.646 -0.213 2.111
H -1.359 -1.425 -1.445
H -0.271 -0.129 -3.266
H 1.231 1.750 -2.120
H 1.193 1.270 1.857
H 2.180 1.927 0.567
H 0.534 2.575 0.938
```

The HOMO energy is -7.69 eV. The value obtained for the energy above the lowest of the compared OMol25 structures with the same formula, charge and spin is 17.8 kcal/mol. The total charge is 0.

Atomic partial charges in e from the Löwdin method, atoms 1 to 6: number 1, C, carries 0.004; number 2, C, carries -0.119; number 3, C, carries -0.249; number 4, N, carries 0.063; number 5, C, carries -0.108; number 6, C, carries -0.059


Number 1: maximum force 1.492 eV/A. Number 2: maximum force 2.815 eV/A. Number 3: maximum force 1.576 eV/A. Number 4: maximum force 5.316 eV/A. Number 5: maximum force 4.632 eV/A. Number 6: maximum force 1.623 eV/A.